# 1
The following is a quantum chemistry calculation of the molecule C16H20ClN3O2, from the OMol25 dataset.

Last column: natural (NBO) charge in e.
Geometry (Å):
C  4.77864  1.43507  -1.39161  -0.4024
N  3.89190  0.53289  -0.69646  -0.4335
C  3.40543  1.10377  0.54597  -0.2271
C  2.69190  0.01795  1.37315  -0.2240
N  2.22700  -1.03498  0.50699  -0.4256
C  0.96891  -1.26126  0.07584  0.6994
O  0.72005  -2.12780  -0.74221  -0.6349
C  -0.14385  -0.39893  0.67590  -0.3096
C  -0.17220  1.01144  0.08366  -0.4994
C  -1.64881  1.36061  -0.03467  0.6983
O  -2.08081  2.47183  -0.23246  -0.6018
N  -2.36541  0.21085  0.10972  -0.4509
C  -3.75450  0.08357  0.00619  0.2278
C  -4.32666  -1.16757  -0.22807  -0.2589
C  -5.69871  -1.31019  -0.31330  -0.2174
C  -6.51540  -0.20201  -0.16672  -0.0585
Cl  -8.23251  -0.38158  -0.27062  0.0006
C  -5.96395  1.04842  0.06027  -0.2044
C  -4.59330  1.18971  0.14898  -0.2434
C  -1.52243  -0.95530  0.29904  -0.2111
C  3.31759  -1.75126  -0.13213  -0.2247
C  4.45954  -0.78065  -0.46748  -0.2367
H  4.25604  2.37382  -1.57010  0.2036
H  5.04903  1.00007  -2.35196  0.2038
H  5.69985  1.64996  -0.82670  0.1627
H  4.22551  1.53424  1.15009  0.1683
H  2.71675  1.91261  0.28785  0.1985
H  1.87768  0.45190  1.94815  0.2183
H  3.39890  -0.43245  2.07968  0.1991
H  -0.04447  -0.36262  1.76343  0.2214
H  0.33660  1.76240  0.68528  0.2327
H  0.26099  1.02757  -0.91928  0.2450
H  -3.70819  -2.04020  -0.35894  0.2226
H  -6.13145  -2.28105  -0.49668  0.2280
H  -6.60382  1.90942  0.17138  0.2272
H  -4.16810  2.16409  0.31860  0.2575
H  -1.93273  -1.59781  1.08123  0.2075
H  -1.42945  -1.53516  -0.62761  0.2308
H  2.91002  -2.20287  -1.03793  0.2464
H  3.67338  -2.55046  0.52818  0.1920
H  5.21068  -0.76509  0.34299  0.1580
H  4.96033  -1.11293  -1.37760  0.2145

HOMO: -8.346 eV
Energy: -38005.2437 eV
Relative energy (zero: lowest compared OMol25 entry of this formula, charge and spin): 0.0 kcal/mol



# 2
The following is a quantum chemistry calculation of a 3-piece molecular cluster, C16H20F4IN4O5S overall, from the OMol25 dataset.

Last column: natural (NBO) charge in e.
Geometry (Å):
N  2.11414  3.64783  -2.13426  -0.8255
C  0.96890  2.82631  -1.69885  0.1727
O  -0.22510  3.40634  -2.27094  -0.5178
C  -1.42523  2.72473  -1.79178  0.0364
C  -2.54336  3.02642  -2.92505  -0.6615
S  -4.24910  3.17502  -2.20666  1.8511
O  -4.27429  2.65359  -0.78127  -0.9103
O  -4.67575  4.61312  -2.18870  -0.8699
C  -1.24461  1.14347  -1.57647  0.4119
F  -2.44367  0.54253  -2.08294  -0.3118
C  -1.16097  0.68518  -0.04319  0.9570
F  -1.88235  1.48436  0.82501  -0.2718
F  -1.68337  -0.61712  0.10705  -0.2980
F  0.15134  0.62404  0.44760  -0.3145
N  -0.14334  0.56098  -2.42613  -0.1741
O  0.14983  -0.74733  -2.10328  -0.4734
C  1.14416  1.37535  -2.39899  0.2316
O  1.45305  1.67163  -3.79054  -0.7078
I  2.88375  0.34356  -1.59974  0.3054
H  1.87496  4.18953  -2.97499  0.4007
H  2.45439  4.25153  -1.38020  0.3987
H  0.98453  2.78433  -0.56534  0.2248
H  -1.76570  3.29311  -0.87133  0.2829
H  -2.46914  2.33455  -3.82062  0.2488
H  -2.27917  4.07399  -3.31458  0.3059
H  -5.13308  2.39519  -2.96536  0.0672
H  -0.52443  0.54181  -3.39899  0.4555
H  0.38633  -1.21328  -2.93538  0.5091
H  1.43836  0.84391  -4.31671  0.4769
N  2.81840  -3.34177  -0.60074  -0.4550
C  3.25557  -4.58288  -0.86580  0.0301
C  3.38072  -5.57668  0.09081  -0.2535
C  3.03880  -5.27379  1.40060  -0.1540
C  2.58575  -3.99800  1.70287  -0.2555
C  2.49269  -3.07575  0.67404  0.0237
H  3.51362  -4.77059  -1.90275  0.1939
H  3.73681  -6.56208  -0.18099  0.2298
H  3.12430  -6.02445  2.17806  0.2265
H  2.31071  -3.72651  2.71414  0.2305
H  2.14022  -2.06570  0.86025  0.1860
N  0.35953  0.25756  4.66935  -0.4154
C  -0.24055  -0.08519  3.51981  0.0143
C  -1.35861  -0.90064  3.44659  -0.2621
C  -1.88791  -1.39578  4.62956  -0.1664
C  -1.28541  -1.05812  5.83199  -0.2539
C  -0.17273  -0.23276  5.79826  0.0368
H  0.21186  0.32359  2.62522  0.1800
H  -1.80380  -1.14283  2.49049  0.2144
H  -2.76130  -2.03808  4.61425  0.2214
H  -1.67100  -1.42658  6.77399  0.2279
H  0.33125  0.06235  6.71264  0.2001

HOMO: -11.590 eV
Energy: -62906.8024 eV
Charge: +1



# 3
The following is a quantum chemistry calculation of C16H20IN3Se4Zr as an isolated structure, from the OMol25 dataset.

Last column: natural (NBO) charge in e.
Geometry (Å):
Zr  -0.62874  0.41864  -1.62429  1.1885
C  0.49750  3.57127  -0.79555  -0.4438
N  0.44630  2.21101  -0.35406  -0.5268
C  1.89555  1.78553  -0.08872  -0.4053
C  -0.25461  2.10648  0.94257  0.0933
C  -0.35393  3.17738  1.80800  -0.2343
C  -0.69276  3.00144  3.12434  -0.2422
C  -0.83845  1.71999  3.66312  -0.1831
C  -0.76339  0.62772  2.79899  -0.2888
C  -0.55933  0.81125  1.41552  0.2407
N  -0.52177  -0.16599  0.42177  -0.8596
C  -0.65098  -1.56361  0.64850  0.2298
C  -1.49139  -2.09505  1.58997  -0.2635
C  -1.58664  -3.47570  1.73800  -0.1868
C  -0.85363  -4.32046  0.92528  -0.2270
C  -0.15032  -3.78957  -0.13675  -0.2229
C  -0.00855  -2.43583  -0.25535  0.1044
N  0.70783  -1.73426  -1.34316  -0.5172
C  0.77648  -2.60345  -2.57458  -0.4362
C  2.04336  -1.46797  -0.85430  -0.4002
H  1.09032  4.24178  -0.17686  0.1912
H  0.86406  3.64926  -1.78314  0.2278
H  -0.51711  4.03343  -0.92552  0.2440
H  2.32901  2.60304  0.47698  0.2041
H  1.97799  0.86051  0.47628  0.2214
H  2.29471  1.64073  -1.06595  0.2256
H  -0.19193  4.14185  1.37154  0.2192
H  -0.83442  3.84957  3.77671  0.2149
H  -1.19224  1.60895  4.69784  0.2210
H  -0.86047  -0.37408  3.09912  0.2214
H  -2.16515  -1.47634  2.16069  0.2253
H  -2.23042  -3.87946  2.55436  0.2188
H  -0.82872  -5.38828  1.06040  0.2182
H  0.36594  -4.43284  -0.88028  0.2209
H  1.37368  -3.52057  -2.45552  0.1919
H  -0.22632  -2.87000  -2.94083  0.2529
H  1.24922  -2.02411  -3.39659  0.2222
H  2.59447  -2.40937  -0.78198  0.1981
H  2.55549  -0.79718  -1.53734  0.2097
H  1.99316  -1.01996  0.16149  0.2205
Se  1.11389  0.88536  -3.53998  -0.3848
Se  -0.30955  2.67049  -4.23782  0.0547
Se  -2.23646  1.60819  -3.60118  0.1179
Se  -2.58067  2.18684  -1.33577  -0.2510
I  -2.64102  -1.56665  -2.22595  -0.3249

HOMO: -7.626 eV
Energy: -292157.4476 eV
Relative energy (zero: lowest compared OMol25 entry of this formula, charge and spin): 14.2 kcal/mol



# 4
The following is a quantum chemistry calculation of C16H20InO8P2Te as an isolated structure, from the OMol25 dataset.

Last column: natural (NBO) charge in e.
Geometry (Å):
In  0.23244  -2.09279  -1.96734  0.8768
C  -4.00650  -4.03157  1.41227  -0.6411
C  -3.18864  -3.45284  0.27847  -0.4782
O  -4.05468  -3.00608  -0.77669  -0.6866
P  -2.01962  -4.64732  -0.45143  2.3908
O  -1.13605  -5.14452  0.75497  -0.9784
O  -2.97233  -5.84983  -0.82185  -0.9779
O  -1.27448  -4.10312  -1.61044  -1.1669
P  -2.45689  -1.82002  0.67899  2.3292
O  -0.89085  -2.41975  2.16291  -0.7176
O  -3.15267  -0.99362  1.64816  -1.0108
O  -1.57123  -1.33396  -0.39696  -1.1512
H  -4.55768  -4.89791  1.04969  0.2530
H  -4.71337  -3.28505  1.77045  0.2586
H  -3.35461  -4.34100  2.22917  0.2383
H  -3.56394  -2.94579  -1.61076  0.4955
H  -0.20224  -5.25961  0.52013  0.5382
H  -2.91377  -6.15194  -1.74066  0.5394
H  -1.13621  -1.91597  2.95718  0.5367
C  1.22160  -1.39538  2.76154  -0.7568
C  0.43844  -2.24987  1.82995  0.8394
O  0.84238  -2.77034  0.82814  -0.5854
H  1.13717  -1.73393  3.79535  0.2559
H  0.82310  -0.37798  2.70031  0.2674
H  2.26484  -1.38055  2.46097  0.2712
Te  0.71169  1.11938  -0.74484  0.4355
C  2.64610  1.89104  -0.24899  -0.2615
C  3.67474  1.93108  -1.18042  -0.2400
C  4.91011  2.45376  -0.82447  -0.1991
C  5.12279  2.93262  0.46007  -0.1928
C  4.09333  2.89941  1.39002  -0.2244
C  2.85695  2.38008  1.03570  -0.1829
C  0.02277  3.00985  -1.45594  -0.2499
C  -0.69579  3.82405  -0.59024  -0.1748
C  -1.13775  5.06629  -1.02083  -0.2208
C  -0.86453  5.49039  -2.31335  -0.1906
C  -0.14692  4.67297  -3.17477  -0.1995
C  0.29670  3.42907  -2.74999  -0.2399
H  3.51669  1.56309  -2.18646  0.2201
H  5.70877  2.49060  -1.55373  0.2243
H  6.08851  3.33469  0.73600  0.2248
H  4.24801  3.28420  2.38965  0.2223
H  2.04702  2.37853  1.75608  0.2057
H  -0.90883  3.49048  0.41733  0.2119
H  -1.69426  5.70090  -0.34389  0.2236
H  -1.21417  6.45725  -2.64999  0.2246
H  0.06752  5.00458  -4.18219  0.2239
H  0.85635  2.79644  -3.42725  0.2201

HOMO: -10.752 eV
Energy: -64339.5566 eV
Charge: +1



Please write out number 4 again, unchanged.
The following is a quantum chemistry calculation of C16H20InO8P2Te as an isolated structure, from the OMol25 dataset.

Last column: natural (NBO) charge in e.
Geometry (Å):
In  0.23244  -2.09279  -1.96734  0.8768
C  -4.00650  -4.03157  1.41227  -0.6411
C  -3.18864  -3.45284  0.27847  -0.4782
O  -4.05468  -3.00608  -0.77669  -0.6866
P  -2.01962  -4.64732  -0.45143  2.3908
O  -1.13605  -5.14452  0.75497  -0.9784
O  -2.97233  -5.84983  -0.82185  -0.9779
O  -1.27448  -4.10312  -1.61044  -1.1669
P  -2.45689  -1.82002  0.67899  2.3292
O  -0.89085  -2.41975  2.16291  -0.7176
O  -3.15267  -0.99362  1.64816  -1.0108
O  -1.57123  -1.33396  -0.39696  -1.1512
H  -4.55768  -4.89791  1.04969  0.2530
H  -4.71337  -3.28505  1.77045  0.2586
H  -3.35461  -4.34100  2.22917  0.2383
H  -3.56394  -2.94579  -1.61076  0.4955
H  -0.20224  -5.25961  0.52013  0.5382
H  -2.91377  -6.15194  -1.74066  0.5394
H  -1.13621  -1.91597  2.95718  0.5367
C  1.22160  -1.39538  2.76154  -0.7568
C  0.43844  -2.24987  1.82995  0.8394
O  0.84238  -2.77034  0.82814  -0.5854
H  1.13717  -1.73393  3.79535  0.2559
H  0.82310  -0.37798  2.70031  0.2674
H  2.26484  -1.38055  2.46097  0.2712
Te  0.71169  1.11938  -0.74484  0.4355
C  2.64610  1.89104  -0.24899  -0.2615
C  3.67474  1.93108  -1.18042  -0.2400
C  4.91011  2.45376  -0.82447  -0.1991
C  5.12279  2.93262  0.46007  -0.1928
C  4.09333  2.89941  1.39002  -0.2244
C  2.85695  2.38008  1.03570  -0.1829
C  0.02277  3.00985  -1.45594  -0.2499
C  -0.69579  3.82405  -0.59024  -0.1748
C  -1.13775  5.06629  -1.02083  -0.2208
C  -0.86453  5.49039  -2.31335  -0.1906
C  -0.14692  4.67297  -3.17477  -0.1995
C  0.29670  3.42907  -2.74999  -0.2399
H  3.51669  1.56309  -2.18646  0.2201
H  5.70877  2.49060  -1.55373  0.2243
H  6.08851  3.33469  0.73600  0.2248
H  4.24801  3.28420  2.38965  0.2223
H  2.04702  2.37853  1.75608  0.2057
H  -0.90883  3.49048  0.41733  0.2119
H  -1.69426  5.70090  -0.34389  0.2236
H  -1.21417  6.45725  -2.64999  0.2246
H  0.06752  5.00458  -4.18219  0.2239
H  0.85635  2.79644  -3.42725  0.2201

HOMO: -10.752 eV
Energy: -64339.5566 eV
Charge: +1



Among the records above, which one has the highest energy? C16H20ClN3O2



Which formula does entry 2 have? C16H20F4IN4O5S



Which of these has the highest HOMO? C16H20IN3Se4Zr